[1]
The following is a DFT calculation (ωB97M-V with the def2-TZVPD basis set) of a molecular structure, C10H16CeClNdTe.

Cartesian coordinates (Å):
Ce: 0.00 -0.60 -1.41
Cl: 1.67 -1.02 0.69
C: 0.05 1.61 -0.64
H: -0.70 2.37 -0.96
H: 1.00 1.90 -1.17
H: 0.31 1.82 0.44
Nd: 3.11 -3.07 -0.42
C: 5.21 -2.05 -0.22
C: 2.04 -5.07 0.31
C: 2.13 -2.59 -2.63
H: 0.95 -4.89 0.11
H: 2.32 -5.99 -0.25
H: 2.20 -5.14 1.40
H: 5.08 -1.02 -0.59
H: 5.45 -2.00 0.84
H: 5.98 -2.54 -0.83
H: 2.95 -2.34 -3.42
H: 1.70 -3.47 -3.28
Te: -2.22 -0.34 0.63
C: -3.18 1.56 1.01
C: -2.46 2.46 1.84
C: -2.82 3.81 1.85
C: -3.91 4.29 1.08
C: -4.63 3.37 0.31
C: -4.27 2.01 0.23
H: -1.51 2.14 2.33
H: -2.13 4.44 2.43
H: -4.14 5.36 1.08
H: -5.46 3.70 -0.31
H: -4.73 1.31 -0.48

Calculated values
LUMO (spin up / spin down) (eV): 2.0 / 2.0
<S²>: 6.008
HOMO-LUMO gap (spin up / spin down) (eV): 4.9 / 4.9
2S+1: 5
Total charge: -1


[2]
The following is a DFT calculation (ωB97M-V with the def2-TZVPD basis set) of a molecular structure, C58H51MnNP2S2Si2.

Cartesian coordinates (Å):
Mn: 0.44 0.10 0.78
C: -2.51 -0.80 -1.68
Si: -0.85 -0.20 -1.09
C: 0.27 0.29 -2.55
C: -0.32 0.39 -3.81
C: 0.41 0.75 -4.93
C: 1.76 1.00 -4.82
C: 2.38 0.90 -3.59
C: 1.65 0.56 -2.45
P: 2.52 0.27 -0.85
C: 4.02 -0.63 -1.32
C: 5.13 0.03 -1.86
C: 6.25 -0.69 -2.23
C: 6.27 -2.08 -2.08
C: 5.17 -2.73 -1.55
C: 4.05 -2.01 -1.17
C: 3.16 1.89 -0.18
C: 3.20 3.10 -1.08
C: 3.63 4.22 -0.50
C: 4.01 4.09 0.95
C: 4.91 2.89 1.13
C: 4.47 1.76 0.58
C: -1.18 1.57 -0.21
C: -1.23 2.65 -1.10
C: -1.77 3.88 -0.75
C: -2.29 4.07 0.52
C: -2.22 3.05 1.45
C: -1.65 1.82 1.11
P: -1.42 0.53 2.39
C: -3.11 0.07 2.85
C: -4.08 -0.03 1.86
C: -5.35 -0.48 2.17
C: -5.66 -0.84 3.48
C: -4.70 -0.73 4.47
C: -3.42 -0.28 4.16
C: -0.63 1.23 3.86
C: -0.44 2.58 4.17
C: 0.21 2.94 5.34
C: 0.69 1.97 6.21
C: 0.53 0.63 5.90
C: -0.11 0.26 4.73
H: -3.06 0.01 -2.15
H: -3.11 -1.18 -0.84
H: -2.41 -1.62 -2.40
H: -1.38 0.18 -3.92
H: -0.09 0.81 -5.90
H: 2.34 1.27 -5.70
H: 3.45 1.06 -3.53
H: 5.14 1.11 -1.96
H: 7.11 -0.18 -2.64
H: 7.14 -2.64 -2.38
H: 5.18 -3.80 -1.42
H: 3.20 -2.53 -0.74
H: 2.83 3.04 -2.09
H: 3.66 5.17 -1.00
H: 4.45 5.01 1.33
H: 5.81 2.94 1.73
H: 4.95 0.80 0.70
H: -0.86 2.53 -2.11
H: -1.80 4.68 -1.47
H: -2.74 5.02 0.79
H: -2.64 3.19 2.44
H: -3.86 0.27 0.84
H: -6.11 -0.54 1.40
H: -6.66 -1.18 3.73
H: -4.94 -1.00 5.49
H: -2.68 -0.21 4.94
H: -0.77 3.35 3.49
H: 0.35 3.98 5.57
H: 1.19 2.26 7.12
H: 0.92 -0.14 6.56
H: -0.21 -0.79 4.48
S: 1.94 2.29 1.16
C: 2.72 3.83 1.81
N: 2.95 3.69 3.22
C: 3.08 5.00 3.84
C: 1.86 5.79 3.37
S: 1.53 5.20 1.68
H: 3.70 3.03 3.42
H: 4.00 5.53 3.56
H: 3.08 4.88 4.93
H: 2.06 6.86 3.36
H: 1.00 5.59 4.00
C: 0.63 -5.50 -2.52
C: 0.30 -5.88 -1.23
C: 0.25 -4.94 -0.22
C: 0.54 -3.59 -0.46
C: 0.86 -3.23 -1.77
C: 0.91 -4.16 -2.79
Si: 0.47 -2.37 0.98
C: -0.88 -2.97 2.14
C: -2.22 -2.95 1.72
C: -3.24 -3.39 2.53
C: -2.95 -3.87 3.80
C: -1.64 -3.91 4.24
C: -0.61 -3.46 3.42
C: 2.12 -2.45 1.91
C: 2.96 -3.57 1.82
C: 4.17 -3.61 2.48
C: 4.59 -2.53 3.25
C: 3.77 -1.41 3.36
C: 2.55 -1.38 2.70
H: 0.66 -6.23 -3.32
H: 0.07 -6.92 -1.01
H: -0.02 -5.26 0.78
H: 1.09 -2.20 -2.02
H: 1.16 -3.85 -3.80
H: -2.46 -2.57 0.73
H: -4.27 -3.36 2.18
H: -3.75 -4.22 4.45
H: -1.41 -4.28 5.23
H: 0.41 -3.49 3.78
H: 2.67 -4.42 1.21
H: 4.80 -4.48 2.40
H: 5.54 -2.56 3.77
H: 4.07 -0.57 3.96
H: 1.93 -0.50 2.83

Calculated values
LUMO (spin up / spin down) (eV): -2.6 / -2.4
<S²>: 6.212
HOMO-LUMO gap (spin up / spin down) (eV): 6.6 / 7.3
2S+1: 5
Total charge: +1


[3]
The following is a DFT calculation (ωB97M-V with the def2-TZVPD basis set) of a molecular structure, CH4N4S.

Cartesian coordinates (Å):
C: -0.96 -0.23 -0.16
N: 0.38 1.59 -0.10
N: -0.73 1.15 0.29
N: 0.34 -1.00 0.00
N: 1.36 -0.02 0.16
S: 2.88 -0.40 0.21
H: -1.88 -0.61 0.29
H: -1.19 -0.21 -1.21
H: -0.81 1.44 1.28
H: 0.60 -1.72 -0.76

Calculated values
LUMO (spin up / spin down) (eV): -0.8 / -0.9
HOMO-LUMO gap (spin up / spin down) (eV): 7.1 / 6.6


[4]
The following is a DFT calculation (ωB97M-V with the def2-TZVPD basis set) of C2H4N4O in the gas phase.

Cartesian coordinates (Å):
H: -1.85 -0.87 1.53
N: -0.97 -0.56 1.12
C: -1.17 -0.07 -0.03
O: -2.37 0.08 -0.61
N: -0.12 0.47 -0.84
N: 0.83 -0.72 -1.41
C: 1.14 0.04 -0.45
N: 2.09 0.43 0.40
H: -2.21 0.49 -1.48
H: 2.86 -0.21 0.55
H: 1.76 0.92 1.23

Calculated values
LUMO (eV): 0.8
SMILES string: [H]/N=C(\O)N1N=C1N
HOMO-LUMO gap (eV): 10.3


[5]
The following is a DFT calculation (ωB97M-V with the def2-TZVPD basis set) of 2 unconnected molecules or ions with the total composition C3H8NO2.

Cartesian coordinates (Å):
C: -0.32 -1.82 -0.39
C: 2.16 0.62 -0.38
C: -1.37 0.21 0.06
N: -0.30 -0.61 0.08
O: 1.52 1.24 0.43
O: -1.04 1.35 0.82
H: -1.02 -2.12 -1.14
H: 0.43 -2.52 -0.04
H: 3.22 0.49 -0.17
H: 1.65 0.23 -1.30
H: -1.85 0.53 -0.90
H: -2.22 -0.28 0.69
H: -0.19 1.54 0.44
H: -0.67 1.17 1.79

Calculated values
LUMO (eV): -4.0
HOMO-LUMO gap (eV): 10.8
Total charge: +1


[6]
The following is a DFT calculation (ωB97M-V with the def2-TZVPD basis set) of C4H2O2 in the gas phase.

Cartesian coordinates (Å):
O: 2.54 -0.84 1.41
C: 1.71 -0.16 0.87
C: 0.44 -0.58 0.28
C: -0.61 -0.49 -0.32
C: -1.74 0.13 -1.00
O: -1.56 1.19 -1.55
H: 1.82 0.94 0.75
H: -2.72 -0.35 -0.96

Calculated values
LUMO (eV): -1.2
SMILES string: O=CC#CC=O
HOMO-LUMO gap (eV): 9.8


[7]
The following is a DFT calculation (ωB97M-V with the def2-TZVPD basis set) of a molecular structure, C38H102CdF12N2O25S4.

Cartesian coordinates (Å):
Cd: -1.98 -1.76 0.75
C: -1.05 -4.68 3.80
F: -0.21 -4.74 2.75
F: -1.28 -5.92 4.29
F: -0.46 -3.88 4.68
S: -2.80 -3.88 3.21
O: -3.23 -4.72 2.09
O: -3.65 -3.94 4.38
N: -2.38 -2.28 2.55
S: -2.45 -1.30 3.81
O: -2.30 -1.89 5.11
O: -1.63 -0.13 3.55
C: -4.26 -0.64 3.74
F: -4.42 0.19 4.80
F: -4.44 -0.02 2.54
F: -5.01 -1.68 3.90
C: -1.28 0.96 -1.90
F: -2.09 -0.08 -2.21
F: -0.05 0.76 -2.35
F: -1.77 2.03 -2.46
S: -1.18 1.28 0.03
O: -0.25 2.40 0.16
O: -2.52 1.54 0.48
N: -0.67 -0.35 0.54
S: 0.80 0.00 0.86
O: 1.57 0.28 -0.36
O: 1.01 0.96 1.94
C: 1.63 -1.73 1.51
F: 0.88 -2.16 2.56
F: 1.62 -2.63 0.53
F: 2.88 -1.47 1.89
C: -6.38 0.49 -3.37
C: -4.95 0.22 -2.87
O: -4.91 0.34 -1.49
H: -7.07 -0.11 -2.78
H: -6.48 0.13 -4.39
H: -6.59 1.55 -3.24
H: -4.20 0.89 -3.29
H: -4.71 -0.83 -3.08
H: -4.80 1.26 -1.26
C: 2.28 -0.45 -3.99
C: 2.95 -1.74 -4.30
O: 4.31 -1.61 -4.01
H: 2.65 0.39 -4.57
H: 2.36 -0.31 -2.91
H: 1.23 -0.57 -4.25
H: 2.78 -1.95 -5.35
H: 2.57 -2.65 -3.82
H: 4.62 -0.99 -4.67
C: 2.55 3.66 -0.45
C: 3.27 4.66 -1.29
O: 3.57 5.78 -0.51
H: 1.69 4.10 0.07
H: 3.28 3.25 0.25
H: 2.07 2.85 -1.01
H: 2.63 4.88 -2.15
H: 4.22 4.28 -1.66
H: 4.23 6.30 -0.97
C: -0.86 5.16 -1.32
C: -1.08 6.21 -0.27
O: -2.28 6.89 -0.50
H: 0.15 4.79 -1.17
H: -1.00 5.53 -2.34
H: -1.55 4.33 -1.14
H: -0.27 6.93 -0.30
H: -1.02 5.77 0.73
H: -2.12 7.56 -1.17
C: -1.61 -0.98 -5.23
C: -1.34 -2.15 -6.17
O: -1.42 -3.31 -5.39
H: -1.40 -0.04 -5.75
H: -0.93 -1.02 -4.39
H: -2.65 -0.99 -4.90
H: -0.34 -2.03 -6.59
H: -2.14 -2.30 -6.89
H: -1.30 -4.08 -5.95
C: 5.93 -0.50 -0.66
C: 5.31 0.75 -0.01
O: 6.33 1.57 0.61
H: 5.20 -1.11 -1.20
H: 6.50 -1.07 0.07
H: 6.67 -0.27 -1.42
H: 4.61 0.42 0.76
H: 4.68 1.32 -0.68
H: 5.91 2.05 1.33
C: 0.97 -0.15 5.61
C: 0.51 -0.73 6.98
O: 1.42 -1.74 7.48
H: 1.05 -0.97 4.89
H: 1.97 0.26 5.72
H: 0.30 0.59 5.15
H: -0.48 -1.17 6.83
H: 0.46 0.10 7.68
H: 0.88 -2.24 8.09
C: -6.00 -2.22 0.24
C: -4.66 -2.69 -0.29
O: -3.80 -1.64 -0.18
H: -6.69 -3.05 0.36
H: -6.51 -1.53 -0.43
H: -5.97 -1.75 1.22
H: -4.71 -3.11 -1.30
H: -4.35 -3.60 0.23
H: -4.18 -0.92 -0.69
C: -5.57 4.92 -2.07
C: -4.57 3.80 -2.25
O: -4.51 3.04 -1.09
H: -5.65 5.51 -2.98
H: -5.22 5.55 -1.26
H: -6.55 4.47 -1.87
H: -3.58 4.20 -2.48
H: -4.81 3.04 -2.99
H: -4.13 3.53 -0.37
C: 3.71 -4.22 -1.63
C: 5.19 -4.16 -1.87
O: 5.40 -4.10 -3.28
H: 3.49 -4.52 -0.61
H: 3.29 -4.95 -2.32
H: 3.22 -3.27 -1.86
H: 5.53 -5.12 -1.48
H: 5.63 -3.34 -1.30
H: 4.90 -3.33 -3.55
C: -4.23 3.66 2.64
C: -3.25 4.50 1.88
O: -3.92 5.24 0.88
H: -4.76 2.93 2.02
H: -5.06 4.19 3.11
H: -3.81 3.07 3.45
H: -2.59 3.81 1.36
H: -2.65 5.13 2.53
H: -3.36 5.91 0.47
C: 0.68 3.49 -4.22
C: 1.93 3.95 -5.02
O: 1.51 4.69 -6.15
H: 0.26 2.59 -4.66
H: -0.07 4.28 -4.19
H: 0.99 3.16 -3.23
H: 2.63 3.19 -5.36
H: 2.48 4.76 -4.53
H: 1.12 4.12 -6.82
C: 1.58 -7.12 -0.62
C: 0.82 -6.48 0.48
O: -0.46 -6.05 0.00
H: 1.26 -8.14 -0.82
H: 2.64 -7.19 -0.38
H: 1.48 -6.50 -1.51
H: 1.33 -5.56 0.77
H: 0.78 -7.10 1.38
H: -0.98 -6.83 -0.21
C: -0.04 -3.67 -2.32
C: -1.37 -3.49 -1.65
O: -1.15 -3.45 -0.24
H: 0.44 -4.48 -1.77
H: 0.56 -2.76 -2.25
H: -0.05 -3.79 -3.40
H: -1.99 -4.33 -1.96
H: -1.85 -2.60 -2.05
H: -0.87 -4.36 -0.05
C: 5.08 -3.29 2.87
C: 4.55 -4.62 2.29
O: 5.65 -5.22 1.65
H: 4.35 -2.91 3.58
H: 5.40 -2.59 2.10
H: 5.97 -3.49 3.47
H: 3.74 -4.31 1.63
H: 4.20 -5.33 3.04
H: 5.35 -6.10 1.44
C: 4.58 0.78 3.78
C: 3.98 2.01 3.04
O: 4.99 2.89 2.66
H: 3.84 0.00 3.96
H: 5.05 1.03 4.73
H: 5.39 0.36 3.19
H: 3.26 2.51 3.70
H: 3.38 1.83 2.15
H: 4.51 3.70 2.50
C: -0.64 3.10 4.34
C: -1.01 4.53 4.83
O: -2.42 4.66 4.93
H: -1.26 2.79 3.50
H: -0.81 2.45 5.20
H: 0.40 2.86 4.13
H: -0.64 5.31 4.17
H: -0.49 4.66 5.78
H: -2.56 5.34 5.59

Calculated values
LUMO (eV): 0.0
HOMO-LUMO gap (eV): 9.2


[8]
The following is a DFT calculation (ωB97M-V with the def2-TZVPD basis set) of 2 unconnected molecules or ions with the total composition C17H33BFN2O6.

Cartesian coordinates (Å):
C: 5.98 -2.15 -2.62
C: 4.86 -1.13 -2.82
F: 5.15 -0.32 -3.92
C: 4.65 -0.23 -1.59
O: 4.74 1.20 -1.88
C: 4.25 1.82 -0.79
O: 4.38 2.98 -0.54
O: 3.58 0.94 -0.01
C: 3.31 -0.24 -0.86
C: 3.14 -1.46 0.03
C: 1.75 -1.77 0.61
C: 0.96 -2.84 -0.14
O: 0.85 -2.61 -1.54
B: 2.08 0.17 -1.82
N: 1.07 1.13 -1.43
O: 2.05 -0.40 -3.06
H: 5.68 -3.14 -2.99
H: 6.26 -2.26 -1.57
H: 6.86 -1.82 -3.18
H: 3.92 -1.64 -3.05
H: 5.41 -0.39 -0.82
H: 3.82 -1.29 0.88
H: 3.55 -2.35 -0.48
H: 1.91 -2.17 1.62
H: 1.14 -0.87 0.74
H: -0.07 -2.83 0.22
H: 1.39 -3.83 0.06
H: 1.72 -2.70 -1.95
H: 0.17 0.67 -1.27
H: 1.30 1.60 -0.56
H: 1.42 0.05 -3.64
C: -3.42 1.76 3.36
C: -2.77 1.96 1.97
C: -3.70 2.69 0.99
C: -4.81 1.83 0.39
C: -4.24 0.55 -0.21
C: -3.42 -0.25 0.80
N: -2.36 0.64 1.38
O: -1.33 0.75 0.61
C: -4.34 -0.84 1.88
C: -2.73 -1.43 0.12
C: -1.52 2.81 2.17
H: -3.67 0.73 3.58
H: -2.74 2.08 4.15
H: -4.34 2.35 3.46
H: -3.09 3.07 0.16
H: -4.12 3.56 1.50
H: -5.57 1.60 1.15
H: -5.33 2.40 -0.38
H: -5.04 -0.09 -0.59
H: -3.60 0.81 -1.06
H: -3.77 -1.34 2.65
H: -4.99 -1.58 1.41
H: -4.99 -0.11 2.35
H: -2.13 -1.11 -0.74
H: -3.49 -2.12 -0.24
H: -2.09 -1.96 0.82
H: -0.78 2.29 2.77
H: -1.82 3.72 2.70
H: -1.06 3.10 1.23

Calculated values
LUMO (spin up / spin down) (eV): 0.6 / 0.2
<S²>: 0.754
HOMO-LUMO gap (spin up / spin down) (eV): 9.1 / 9.9
2S+1: 2


Computed values of calculated total energy (unit: Eh) for the preceding records, in sequence: -2155.21944 -5504.40035 -657.49698 -372.79727 -323.95774 -303.98684 -6458.10081 -1353.26605.
Computed values of strongest force on any atom (unit: eV/A) for the preceding records, in sequence: 2.5 1.0 2.6 0.4 5.7 0.7 8.0 1.1.